The following is a quantum chemistry calculation of a single C16H25NO molecule, from OMol25.

- SMILES = Cc1ccc(OCCCCN2CCCCC2)cc1
- relative energy (zero: lowest compared OMol25 entry of this formula, charge and spin) (kcal per mole) = 30.9
- strongest force on any atom (eV/A) = 0.45

The geometry in XYZ format:
```
43
Properties=species:S:1:pos:R:3:forces:R:3
C 4.78032 2.69957 0.22183 0.003 -0.030 -0.061
C 4.10862 1.36323 0.11797 -0.055 0.067 0.104
C 3.01169 1.04088 0.89919 0.188 0.081 -0.116
C 2.38397 -0.19060 0.79778 -0.202 -0.365 0.014
C 2.85290 -1.13771 -0.10428 0.134 0.105 -0.046
O 2.33955 -2.38871 -0.28958 0.296 0.109 -0.133
C 1.13964 -2.74855 0.35934 -0.445 0.068 0.011
C -0.08950 -2.08850 -0.27242 0.210 -0.092 0.270
C -1.35267 -2.38930 0.52692 -0.073 0.204 -0.345
C -2.65634 -1.90575 -0.14018 0.118 -0.297 0.282
N -2.91624 -0.48762 -0.20385 0.121 0.057 0.015
C -2.88789 0.21304 1.06082 -0.340 0.095 0.040
C -3.66602 1.52180 0.93067 0.294 0.038 0.116
C -3.06415 2.37870 -0.17818 -0.258 -0.099 -0.074
C -3.02360 1.57098 -1.47128 0.324 0.035 0.041
C -2.25192 0.27220 -1.23937 -0.210 0.177 -0.259
C 3.96081 -0.82083 -0.89268 -0.140 -0.140 0.028
C 4.57447 0.40704 -0.78009 -0.120 -0.044 0.075
H 5.84689 2.57729 0.40482 0.075 0.078 0.032
H 4.35349 3.28789 1.03025 0.014 0.081 0.040
H 4.66445 3.25551 -0.70846 0.028 0.109 -0.013
H 2.63001 1.76271 1.60791 -0.022 0.070 0.060
H 1.53751 -0.39310 1.43556 -0.100 -0.062 0.021
H 1.19227 -2.51774 1.43156 0.018 -0.042 -0.064
H 1.08046 -3.83519 0.24962 -0.018 0.115 0.088
H -0.19725 -2.45340 -1.29586 0.023 0.026 -0.063
H 0.08234 -1.01323 -0.32263 -0.020 -0.002 -0.061
H -1.43457 -3.47142 0.65832 -0.042 -0.057 0.093
H -1.27174 -1.94565 1.52157 -0.001 -0.054 0.105
H -2.69745 -2.29316 -1.16173 -0.050 -0.056 0.015
H -3.49052 -2.34967 0.41683 0.039 -0.060 -0.098
H -3.35277 -0.42050 1.82042 0.073 -0.010 0.035
H -1.85558 0.44256 1.38518 -0.013 -0.059 0.045
H -4.70301 1.28882 0.68468 -0.062 -0.025 0.052
H -3.64772 2.05698 1.88192 -0.044 0.010 0.037
H -3.65176 3.28845 -0.31538 0.064 0.054 0.021
H -2.04806 2.67245 0.09821 0.048 0.065 0.013
H -4.04105 1.32695 -1.77977 -0.031 -0.024 -0.078
H -2.54690 2.14522 -2.26764 -0.017 0.019 -0.052
H -2.23423 -0.32273 -2.15515 0.069 -0.013 0.017
H -1.21074 0.53165 -0.97635 -0.014 -0.048 -0.047
H 4.32159 -1.56338 -1.58701 0.042 -0.092 -0.087
H 5.43069 0.63282 -1.39945 0.100 0.007 -0.076
```
Forces are in eV/Å.

The following is a quantum chemistry calculation of a single C16H25NO3 molecule, from OMol25.

- SMILES = CCCCCCC(=O)c1c(C)[nH]c(C(=O)OCC)c1C
- relative energy (zero: lowest compared OMol25 entry of this formula, charge and spin) (kcal per mole) = 7.5
- strongest force on any atom (eV/A) = 0.61

The geometry in XYZ format:
```
45
Properties=species:S:1:pos:R:3:forces:R:3
C -4.63533 -1.00799 2.57543 -0.144 -0.159 -0.129
C -4.88261 -1.99633 1.44169 0.259 0.008 0.023
C -3.97552 -1.75772 0.23394 -0.334 0.107 0.027
C -4.26369 -0.43340 -0.47135 0.158 -0.193 -0.114
C -3.54635 -0.28946 -1.81406 0.069 0.164 0.150
C -2.02333 -0.25650 -1.68803 -0.561 0.141 -0.082
C -1.52985 0.97450 -0.95427 0.226 -0.307 -0.088
O -2.24735 1.94000 -0.77598 -0.134 0.086 -0.045
C -0.15724 0.95180 -0.44274 0.274 0.417 0.357
C 0.28032 1.88184 0.51107 -0.212 -0.146 -0.151
C -0.45425 2.99499 1.15349 -0.036 0.117 0.033
N 1.55498 1.60314 0.80151 0.092 0.040 0.055
C 1.99548 0.53028 0.05990 -0.334 -0.219 -0.304
C 3.37642 0.12612 0.26496 0.237 0.096 0.096
O 4.10345 0.70338 1.04905 -0.032 -0.108 -0.067
O 3.76967 -0.91559 -0.48502 -0.374 0.103 0.000
C 5.11428 -1.35955 -0.30519 0.559 -0.078 0.236
C 5.23317 -2.30989 0.87770 -0.202 0.276 -0.246
C 0.94284 0.09516 -0.73107 0.405 0.095 0.260
C 1.01702 -1.02370 -1.70911 0.080 -0.098 -0.059
H -5.24894 -1.26007 3.43766 -0.019 0.053 0.118
H -3.59069 -1.03176 2.87946 0.123 0.038 0.069
H -4.88131 0.00483 2.26835 0.002 0.148 0.035
H -4.71145 -3.01017 1.81304 -0.091 -0.018 -0.013
H -5.92687 -1.93274 1.12708 -0.044 -0.079 -0.026
H -4.11909 -2.57579 -0.47773 0.095 -0.044 -0.040
H -2.93659 -1.78481 0.56968 0.098 -0.082 -0.016
H -5.33936 -0.35930 -0.64979 -0.057 0.046 0.058
H -3.97541 0.40112 0.16696 -0.108 0.062 0.018
H -3.87323 0.64145 -2.28110 -0.002 -0.065 -0.078
H -3.82903 -1.11749 -2.46901 -0.015 0.016 -0.037
H -1.66132 -1.15018 -1.18299 0.136 -0.040 -0.050
H -1.58334 -0.23788 -2.68854 0.124 -0.072 0.018
H -0.60513 3.80306 0.43851 -0.045 0.045 0.031
H -1.44337 2.66404 1.46245 -0.001 0.050 0.037
H 0.09586 3.37336 2.01253 0.030 0.044 0.076
H 2.15565 2.08419 1.45491 -0.085 -0.017 -0.034
H 5.75902 -0.48733 -0.15549 -0.081 -0.166 -0.120
H 5.37453 -1.85963 -1.24062 -0.038 0.103 0.096
H 6.25206 -2.67981 0.94688 0.113 -0.067 0.027
H 4.98459 -1.78725 1.79803 0.018 0.002 0.079
H 4.55528 -3.15117 0.75413 -0.014 -0.105 0.005
H 2.05100 -1.32638 -1.83756 -0.070 -0.065 -0.089
H 0.45021 -1.88586 -1.35920 -0.040 -0.079 -0.050
H 0.61337 -0.72132 -2.67295 -0.023 -0.052 -0.066
```
Forces are in eV/Å.